Density functional theory data (wB97M-V/def2-TZVPD) for a molecular structure, C32H35BrF4O3P2SrTe in a non-equilibrium geometry.

The geometry in XYZ format:
```
79
Properties=species:S:1:pos:R:3:forces:R:3
Sr -0.497 0.720 -0.819 -0.9 2.1 5.0
C -2.359 2.181 0.613 -0.8 0.7 0.3
C -2.160 3.223 -0.356 0.0 -0.3 -0.5
C -1.236 4.137 0.152 0.4 -0.1 -0.3
C -0.870 3.716 1.459 0.3 0.0 -0.1
C -1.584 2.558 1.751 0.3 -0.5 0.2
C -1.613 1.864 3.084 0.1 0.1 0.0
C 0.168 4.388 2.326 -0.2 -0.1 -0.1
C -0.685 5.362 -0.533 -0.1 -0.1 0.0
C -2.991 3.361 -1.610 0.1 0.1 0.2
C -3.732 1.550 0.758 0.3 -0.3 -0.1
H -0.612 1.694 3.499 -0.1 0.0 0.0
H -2.103 0.895 3.007 0.0 0.0 0.0
H -2.173 2.449 3.825 0.0 -0.1 0.0
H 1.195 4.117 2.044 -0.1 0.1 0.0
H 0.041 4.121 3.378 0.0 0.0 -0.1
H 0.107 5.477 2.252 0.0 0.0 0.0
H 0.388 5.476 -0.350 0.0 0.0 0.0
H -1.169 6.278 -0.176 0.0 0.0 0.0
H -0.832 5.317 -1.613 0.0 0.0 0.0
H -2.574 4.107 -2.290 0.0 0.0 0.0
H -4.011 3.684 -1.368 0.0 0.0 0.0
H -3.077 2.423 -2.167 0.0 0.0 0.0
H -3.741 0.754 1.510 0.0 0.0 -0.1
H -4.098 1.116 -0.180 0.0 0.0 0.1
H -4.472 2.296 1.072 0.0 0.0 0.0
F 6.591 -0.675 -0.004 0.1 0.0 0.0
C 5.346 -0.783 0.440 0.2 -0.1 -0.1
C 4.807 -2.024 0.695 0.0 -0.1 0.0
F 5.549 -3.113 0.519 0.0 0.0 0.0
C 3.501 -2.131 1.145 0.0 -0.1 0.0
F 3.075 -3.362 1.431 -0.1 0.0 -0.1
C 2.692 -1.021 1.315 -0.1 0.2 -0.1
P 0.864 -1.069 1.523 0.0 -0.5 0.1
C 0.413 -2.766 0.964 0.1 -0.1 0.0
C 0.546 -3.040 -0.398 -0.1 -0.1 0.0
C 0.248 -4.299 -0.902 0.0 0.0 0.0
C -0.216 -5.295 -0.053 0.0 0.0 0.0
C -0.374 -5.024 1.300 0.0 0.0 0.0
C -0.058 -3.771 1.808 0.0 0.0 0.0
C 0.633 -1.143 3.325 -0.1 0.2 0.0
C 1.675 -0.950 4.223 0.1 0.0 0.1
C 1.424 -0.934 5.591 0.0 0.0 0.0
C 0.134 -1.113 6.065 0.0 0.0 0.0
C -0.914 -1.299 5.171 0.0 0.0 0.0
C -0.666 -1.298 3.809 0.1 0.0 0.1
C 3.293 0.232 1.121 -0.1 0.0 0.1
Br 2.358 1.812 1.537 -0.1 0.0 -0.1
C 4.595 0.351 0.687 -0.1 0.2 0.0
F 5.159 1.540 0.493 0.0 0.0 0.0
H 0.922 -2.281 -1.076 0.0 0.0 0.0
H 0.387 -4.498 -1.958 0.0 0.0 0.0
H -0.448 -6.279 -0.442 0.0 0.0 0.0
H -0.728 -5.798 1.972 0.0 0.0 0.0
H -0.158 -3.588 2.870 0.0 0.0 0.0
H 2.688 -0.814 3.862 0.0 0.0 0.0
H 2.241 -0.776 6.284 0.0 0.0 0.0
H -0.058 -1.105 7.131 0.0 0.0 0.0
H -1.925 -1.425 5.537 0.0 0.0 0.0
H -1.487 -1.417 3.113 -0.1 0.0 0.0
C -2.353 -2.540 -2.917 0.1 -0.1 0.1
C -1.518 -2.055 -4.080 0.1 0.0 0.0
O -0.202 -1.598 -3.640 -0.3 -0.5 0.1
P 0.018 -0.033 -3.435 -0.4 -0.4 -2.1
O -1.227 0.564 -2.817 -0.2 -0.4 -1.9
Te 2.038 0.219 -2.273 1.2 -0.1 -0.6
O 0.055 0.554 -4.904 0.4 0.1 -0.4
C 1.089 0.154 -5.839 -0.1 0.1 0.0
C 0.708 0.676 -7.201 -0.1 0.0 0.0
H -3.362 -2.775 -3.263 0.1 0.0 0.0
H -2.435 -1.767 -2.154 -0.1 0.0 0.0
H -1.922 -3.432 -2.463 0.0 0.0 0.0
H -2.032 -1.258 -4.617 0.1 0.1 0.0
H -1.326 -2.863 -4.781 0.1 0.0 0.0
H 1.177 -0.933 -5.843 -0.1 -0.1 0.1
H 2.042 0.567 -5.511 0.0 0.1 0.1
H -0.267 0.286 -7.497 0.0 0.0 0.0
H 1.448 0.368 -7.941 0.0 0.0 0.0
H 0.650 1.765 -7.189 0.0 0.0 0.0
```
Forces are in eV/Å.

Its relative energy (zero: lowest compared OMol25 entry of this formula, charge and spin) is 217.5 kJ/mol. The value obtained for the gap between HOMO and LUMO is 6.11 eV. Its charge is 0.

Löwdin population analysis, charges in e, atoms 1 to 2: 1.08 -0.40